Computed, not measured: C26H44BrHgN3OP2 as an isolated structure in a non-equilibrium geometry, with ωB97M-V with the def2-TZVPD basis set.

## Properties
HOMO (alpha / beta) = -13.4 / -13.4 eV
total energy = -126973.100 eV
total charge = +2
orbital gap (alpha / beta) = 6.46 / 6.47 eV
molar mass = 757.10 g/mol
ΔE to the lowest compared entry with this formula, charge and spin = 0.0 kcal/mol

Element x y z (Å)
N: -5.027 2.855 -3.428
C: -4.948 3.140 -2.130
C: -3.948 2.585 -1.305
C: -2.957 1.731 -1.838
C: -2.994 1.554 -3.242
C: -4.053 2.115 -3.981
C: -1.819 1.392 -0.991
Hg: -0.054 -0.185 -0.595
P: 2.558 -0.480 -0.178
C: -0.494 1.788 -1.404
C: 0.189 2.900 -0.646
C: 1.030 3.731 -1.402
C: 1.766 4.748 -0.798
C: 1.550 5.060 0.565
C: 0.589 4.323 1.301
C: -0.036 3.225 0.700
Br: 2.268 6.619 1.302
H: -2.061 1.412 0.076
H: -0.293 1.933 -2.480
H: -3.968 2.812 -0.239
H: -2.281 0.927 -3.768
H: -5.726 3.798 -1.692
H: -4.163 1.966 -5.066
H: 1.080 3.514 -2.473
H: -0.791 2.641 1.234
H: 2.472 5.326 -1.386
H: 0.224 4.648 2.287
P: -0.938 -2.698 -0.193
C: 2.624 1.279 0.301
C: 4.002 1.949 0.523
H: 1.939 1.407 1.171
H: 2.137 1.752 -0.574
H: 3.857 2.954 0.961
H: 4.678 1.371 1.181
H: 4.513 2.077 -0.447
C: 2.506 -1.266 -1.767
C: 3.787 -1.994 -2.199
H: 2.258 -0.465 -2.488
H: 1.644 -1.951 -1.653
H: 3.712 -2.288 -3.243
H: 4.675 -1.367 -2.117
H: 3.983 -2.905 -1.631
C: 2.417 -1.444 1.328
C: 3.610 -1.308 2.319
H: 2.274 -2.505 1.035
H: 1.456 -1.034 1.714
H: 3.458 -1.946 3.204
H: 4.559 -1.636 1.882
H: 3.769 -0.289 2.705
C: -0.389 -3.541 1.392
C: -1.185 -4.725 1.983
H: -0.349 -2.727 2.147
H: 0.656 -3.854 1.181
H: -2.232 -4.446 2.223
H: -1.135 -5.596 1.310
H: -0.695 -5.008 2.929
C: -0.509 -3.840 -1.573
C: -0.524 -3.126 -2.946
H: -1.259 -4.658 -1.569
H: 0.495 -4.281 -1.366
H: -1.559 -2.862 -3.225
H: 0.067 -2.201 -2.946
H: -0.118 -3.778 -3.734
C: -2.795 -2.527 -0.282
C: -3.295 -1.618 0.858
H: -3.302 -3.537 -0.287
H: -2.987 -2.045 -1.269
H: -3.912 -0.827 0.418
H: -3.927 -2.169 1.570
H: -2.467 -1.134 1.417
N: 0.208 1.522 4.045
C: -0.481 0.554 3.388
N: -1.058 -0.357 4.219
O: -0.582 0.482 2.139
H: 0.438 1.398 5.026
H: 0.668 2.236 3.485
H: -1.786 -0.931 3.809
H: -1.020 -0.172 5.218